Density functional theory data (ωB97M-V/def2-TZVPD) for a molecular structure, C45H62N5OPSTi at a distorted geometry.

LUMO level: -6.15 eV
Total energy: -3689.53122 hartree
Energy above the lowest of the compared OMol25 structures with the same formula, charge and spin: 42.1 kcal/mol
Kohn-Sham gap: 7.37 eV
Charge: +2

Cartesian coordinates (Å):
Ti (-0.89232, -0.66235, 0.58944)
N (2.22516, -2.29059, 2.02497)
C (1.06155, -1.67390, 1.95505)
S (-0.38873, -2.44994, 2.39121)
N (0.97539, -0.43127, 1.39174)
N (-0.01001, 0.34317, 2.02585)
C (0.19317, 0.90705, 3.17186)
C (1.49919, 0.95412, 3.86073)
C (1.52755, 0.86378, 5.25609)
C (2.72620, 0.95844, 5.94319)
C (3.90761, 1.18507, 5.25471)
C (3.89099, 1.29638, 3.86769)
C (2.70446, 1.16287, 3.17240)
C (-0.95815, 1.48715, 3.92391)
C (-0.89186, 2.76332, 4.47163)
C (-1.95253, 3.20116, 5.24884)
C (-3.01507, 2.34428, 5.47897)
C (-2.97873, 1.08084, 4.90324)
N (-1.97990, 0.66014, 4.13502)
H (2.26110, -3.24496, 2.34640)
H (3.08478, -1.78440, 1.87442)
H (0.61171, 0.68813, 5.80516)
H (2.73779, 0.86513, 7.02054)
H (4.83978, 1.28479, 5.79442)
H (4.80795, 1.49377, 3.32776)
H (2.70044, 1.25735, 2.09626)
H (-0.02944, 3.39016, 4.30263)
H (-1.93828, 4.19255, 5.68185)
H (-3.84816, 2.63797, 6.10174)
H (-3.77936, 0.36921, 5.06769)
C (1.25806, 4.53897, 1.64258)
C (-0.08569, 4.18538, 1.00730)
C (-0.54242, 5.34337, 0.10403)
C (-0.07647, 2.92619, 0.17193)
C (1.03648, 2.54431, -0.55246)
C (1.01441, 1.51364, -1.49220)
C (2.21383, 1.41090, -2.41658)
C (2.02941, 2.38367, -3.59513)
C (3.54767, 1.75271, -1.73655)
C (-0.18153, 0.79000, -1.70453)
C (-1.38063, 1.29212, -1.08786)
C (-1.27504, 2.26619, -0.09224)
C (-2.72731, 1.22490, -1.81375)
C (-3.99626, 1.25766, -0.94784)
C (-2.78065, 2.46841, -2.72376)
C (-0.32208, -0.22506, -2.82245)
C (-0.63926, 0.31202, -4.07261)
C (-0.98553, -0.46782, -5.16099)
C (-1.05062, -1.83949, -5.00277)
C (-0.67925, -2.39799, -3.79171)
C (-0.26674, -1.63277, -2.69834)
P (0.42792, -2.48888, -1.20074)
C (-0.21948, -4.29761, -1.19140)
C (0.28217, -4.97588, 0.09755)
C (-1.74750, -4.25550, -1.07687)
C (0.17302, -5.19843, -2.38925)
C (2.30151, -2.59027, -1.69866)
C (3.03396, -1.44488, -0.97292)
C (2.50733, -2.43060, -3.21302)
C (3.00576, -3.88322, -1.27563)
H (1.12466, 5.38966, 2.31221)
H (1.98848, 4.83840, 0.88940)
H (1.68433, 3.71374, 2.21315)
H (-0.83386, 4.05611, 1.79429)
H (0.16450, 5.48324, -0.71594)
H (-0.59039, 6.27268, 0.67220)
H (-1.52744, 5.15402, -0.32459)
H (1.94652, 3.11843, -0.44002)
H (2.26050, 0.40427, -2.82594)
H (1.84700, 3.39634, -3.23071)
H (1.21081, 2.09570, -4.24992)
H (2.94103, 2.39946, -4.19335)
H (3.66860, 2.83306, -1.64502)
H (4.37386, 1.39448, -2.35052)
H (3.64194, 1.31009, -0.74471)
H (-2.18793, 2.65795, 0.34718)
H (-2.74432, 0.33500, -2.44182)
H (-4.29288, 2.28304, -0.72549)
H (-3.89072, 0.74010, -0.00052)
H (-4.82050, 0.80326, -1.49711)
H (-2.86755, 3.36730, -2.11157)
H (-3.65274, 2.41533, -3.37676)
H (-1.89448, 2.58252, -3.34284)
H (-0.64180, 1.38483, -4.18959)
H (-1.22054, -0.00184, -6.10852)
H (-1.36200, -2.47698, -5.81977)
H (-0.69058, -3.46968, -3.71567)
H (1.33176, -5.23738, 0.05191)
H (-0.27585, -5.90646, 0.22396)
H (0.10021, -4.36424, 0.97938)
H (-2.05509, -3.79136, -0.13752)
H (-2.12376, -5.28063, -1.07215)
H (-2.20420, -3.73339, -1.91761)
H (0.94426, -4.78401, -3.02714)
H (-0.69192, -5.42872, -3.01178)
H (0.54826, -6.15188, -2.01510)
H (3.78929, -1.01605, -1.62901)
H (3.56013, -1.82733, -0.09840)
H (2.36580, -0.65328, -0.64390)
H (2.15905, -1.47064, -3.58848)
H (2.01968, -3.20787, -3.79625)
H (3.57880, -2.49868, -3.41537)
H (2.95740, -4.04431, -0.19944)
H (4.06251, -3.77270, -1.53159)
H (2.64087, -4.76732, -1.79228)
N (-4.29189, -2.06894, -1.10703)
C (-3.39520, -1.66248, -0.23822)
O (-2.21363, -1.39183, -0.60310)
C (-3.69230, -1.50215, 1.21003)
C (-2.65119, -0.51354, 1.75656)
H (-4.05673, -2.17393, -2.08365)
H (-5.23092, -2.29139, -0.81802)
H (-3.55891, -2.48133, 1.68260)
H (-4.72881, -1.19997, 1.37610)
H (-2.46769, -0.70348, 2.80625)
H (-3.02183, 0.51334, 1.68264)

Results of the Löwdin charge analysis, in e, for atoms 1 through 2: atom 1 (Ti): 0.891, atom 2 (N): 0.185